1.
Formula: C34H38N4O7Pb
Source: OMol25
Level of theory: ωB97M-V/def2-TZVPD

* LUMO: -1.014 eV
* energy relative to the best compared isomer or geometry (same formula, charge and spin): 0.0 kJ/mol
* HOMO-LUMO gap: 7.304 eV
* 2S+1: 1

Each line ends with the Löwdin charge.
Cartesian coordinates (Å):
Pb -1.1440 0.3022 0.6493  1.607
O -3.1515 -1.5067 0.0782  -0.179
C -4.1507 -0.7087 -0.5962  -0.210
C -3.6415 -0.0910 -1.8773  -0.129
N -2.1327 0.0367 -1.9947  -0.174
C -1.7784 1.2936 -2.6373  -0.240
C -2.1042 2.4807 -1.6366  -0.576
O -2.7961 3.4725 -1.9569  0.014
O -1.6639 2.2512 -0.4253  -0.279
C -1.5406 -1.2185 -2.4972  -0.098
C -0.0847 -1.5154 -1.9227  -0.652
O 0.6619 -2.3386 -2.4838  0.000
O 0.2294 -0.8846 -0.8639  -0.218
H -3.4167 -1.6952 0.9716  0.057
H -4.9589 -1.3222 -0.8608  0.100
H -4.5294 0.0743 0.0511  0.119
H -3.9768 -0.6668 -2.7479  0.126
H -4.0298 0.9408 -1.9189  0.128
H -0.3443 0.5194 -4.0113  0.109
H -2.5347 1.3553 -3.5298  0.176
H -2.0720 -2.1943 -2.3156  0.137
H -1.3719 -1.2105 -3.5785  0.113
C -1.6455 -4.8521 3.6229  -0.059
O -1.7774 -3.6155 4.4415  -0.044
C -1.4055 -2.5866 3.5668  -0.252
N -1.4237 -2.9339 2.3259  0.161
C -1.5943 -4.3745 2.1585  -0.242
C -0.4258 -5.0031 1.3561  -0.165
C -0.5119 -4.7964 -0.0351  -0.033
C 0.4514 -5.3480 -0.8539  -0.081
C 1.5728 -5.9871 -0.3425  -0.067
C 1.6868 -6.0761 1.0502  -0.089
C 0.7198 -5.5638 1.9085  -0.049
C -1.1363 -1.1941 4.0530  -0.191
C -1.5999 -0.9616 5.3034  0.002
C -1.5834 0.3637 5.7491  -0.015
C -0.9140 1.3041 5.0034  0.018
C -0.3631 0.9076 3.7825  -0.212
N -0.5070 -0.3096 3.2248  0.080
C 0.4166 1.9188 3.0183  -0.308
N 0.9122 1.7524 1.8384  0.109
C 1.6406 2.9872 1.4472  -0.230
C 1.6034 3.7618 2.7770  -0.089
O 0.8000 3.0309 3.7132  0.005
C 3.0163 2.7550 0.8498  -0.196
C 3.5641 1.4939 0.5760  -0.007
C 4.9132 1.3460 0.1920  -0.057
C 5.6734 2.4864 -0.1248  -0.063
C 5.0915 3.7592 0.0893  -0.070
C 3.7807 3.8389 0.5081  -0.077
H -0.7424 -5.3608 4.0221  0.112
H -2.5477 -5.4371 3.8138  0.124
H -2.5135 -4.5769 1.5862  0.147
H -1.2853 -4.2052 -0.5400  0.117
H 0.3488 -5.1177 -1.9166  0.108
H 2.3743 -6.2691 -0.9944  0.098
H 2.6150 -6.4479 1.4710  0.099
H 0.8756 -5.7352 3.0137  0.117
H -1.9069 -1.8404 5.9052  0.140
H -2.0088 0.5306 6.7627  0.131
H -0.7174 2.2966 5.3584  0.120
H 1.0430 3.5861 0.6945  0.161
H 2.6592 3.8001 3.1436  0.142
H 1.1662 4.7929 2.6555  0.148
H 2.9459 0.6248 0.6911  0.102
H 5.3098 0.3854 0.0543  0.085
H 6.6853 2.2729 -0.3827  0.089
H 5.5918 4.6754 -0.1600  0.096
H 3.3307 4.8301 0.5307  0.122
C -0.8624 3.4794 -4.7176  -0.060
C 0.1473 2.6053 -3.9961  -0.550
C 1.2209 2.0901 -5.0027  -0.076
C 0.9855 3.4022 -2.9003  -0.046
C -0.3848 1.3212 -3.2648  -0.100
H -0.4225 4.3889 -5.1453  0.079
H -1.6067 3.7864 -3.9875  0.060
H -1.2920 2.9286 -5.6134  0.105
H 1.6073 2.9214 -5.6472  0.092
H 0.8549 1.2523 -5.6787  0.098
H 2.0462 1.6670 -4.4368  0.069
H 1.3769 4.3314 -3.3413  0.078
H 1.8837 2.7881 -2.7403  0.068
H 0.4762 3.6174 -1.9264  0.082
H 0.3222 1.1381 -2.4057  0.131

Forces on atoms 1 to 2 (eV/Å):
0.2 -0.6 -2.1
0.1 0.5 -1.0


2.
Formula: C34H39BaN5O4P2
Source: OMol25
Level of theory: ωB97M-V/def2-TZVPD

* LUMO: -0.563 eV
* energy relative to the best compared isomer or geometry (same formula, charge and spin): 0.0 kJ/mol
* HOMO-LUMO gap: 5.651 eV
* 2S+1: 1

Each line ends with the Löwdin charge.
Cartesian coordinates (Å):
Ba 1.9656 -0.1259 1.3460  1.739
C 1.5539 -1.2232 -5.8025  -0.115
C 0.5083 -0.4288 -5.5680  -0.149
C -0.9044 -0.8479 -5.8017  -0.180
C -1.2676 -2.2730 -5.2945  -0.187
C -0.6546 -2.7055 -3.9798  -0.103
C 0.5022 -3.3824 -3.9596  -0.093
C 1.2035 -3.7599 -5.2408  -0.184
C 1.4067 -2.6337 -6.2945  -0.195
C 0.7545 -1.1431 3.7538  -0.350
H 2.5885 -0.8185 -5.8286  0.112
H 0.6409 0.6308 -5.3168  0.098
H -1.1557 -0.8216 -6.8736  0.121
H -1.5625 -0.1046 -5.3208  0.102
H -2.3631 -2.3266 -5.2358  0.111
H -1.0057 -2.9832 -6.0893  0.092
H -1.2794 -2.5978 -3.0823  0.079
H 0.9078 -3.8187 -3.0344  0.105
H 0.6621 -4.5510 -5.7842  0.119
H 2.1825 -4.1906 -4.9966  0.104
H 2.3130 -2.8969 -6.8611  0.110
H 0.5956 -2.6949 -7.0346  0.101
H 1.7128 -0.7786 4.1783  -0.075
H 0.5056 -2.1470 4.1389  -0.059
H -0.0314 -0.4085 3.9985  -0.065
P -1.1743 -1.0137 0.7888  0.994
P -0.4840 1.7482 -0.4195  1.005
N -0.6718 -2.7586 0.5885  -0.238
N -2.7077 -1.3233 1.5961  -0.246
N 0.9151 1.4326 -1.4656  -0.252
N -0.6354 3.3861 -0.9378  -0.280
C -1.7362 -0.6903 -0.9350  -0.391
C -1.7457 0.8095 -1.3355  -0.370
C 0.4720 -3.2774 1.2136  -0.215
C 0.5675 -4.6255 0.9165  -0.099
C -0.5771 -4.9814 0.1442  -0.092
C -1.3097 -3.8130 -0.0540  -0.145
C -2.7615 -1.8406 2.9040  -0.114
C -4.0886 -1.9273 3.2940  -0.082
C -4.8924 -1.4676 2.1937  -0.091
C -4.0258 -1.1096 1.1772  -0.149
C 2.2752 1.4416 -1.0478  -0.320
C 3.0110 0.7202 -1.9644  -0.101
C 2.1648 0.4917 -3.0780  -0.069
C 0.8866 0.8648 -2.7247  -0.144
C -0.6336 4.0025 -2.1942  -0.126
C -0.7167 5.3806 -2.0194  -0.084
C -0.7478 5.6297 -0.6068  -0.092
C -0.6705 4.4073 0.0433  -0.127
H -2.7418 -1.1197 -1.0504  0.067
H -1.0667 -1.2918 -1.5733  0.055
H -1.6434 0.9141 -2.4242  0.063
H -2.7119 1.2607 -1.0535  0.095
H 0.9990 -2.6642 1.9497  -0.009
H 1.3738 -5.2904 1.2316  0.098
H -0.8633 -5.9769 -0.1858  0.095
H -2.2540 -3.6681 -0.5569  0.105
H -1.8504 -2.0737 3.4283  0.089
H -4.4551 -2.2703 4.2528  0.095
H -5.9746 -1.4235 2.1731  0.093
H -4.2279 -0.7011 0.2004  0.087
H 2.5785 2.1053 -0.2314  0.101
H 4.0147 0.2900 -1.8495  0.113
H 2.4416 0.1449 -4.0561  0.063
H -0.0319 0.8118 -3.3125  0.088
H -0.5666 3.4080 -3.1014  0.101
H -0.7168 6.1326 -2.7936  0.092
H -0.8013 6.5830 -0.1178  0.089
H -0.6102 4.1319 1.0849  0.098
O 0.6562 1.6939 3.0525  -0.200
C 1.7390 1.8598 3.7125  -0.654
O 2.8801 1.4271 3.2910  -0.265
C 1.7082 2.5090 5.0916  -0.098
C 2.9194 2.9749 5.6426  0.004
C 2.9493 3.5674 6.9068  0.013
C 1.7607 3.6311 7.6520  -0.159
C 0.5098 3.2684 7.0834  0.021
C 0.5014 2.7581 5.7872  0.001
N 1.9533 3.8589 9.0469  -0.311
O 3.1473 4.0907 9.4046  0.023
O 1.0147 3.7734 9.8717  0.059
H 3.8481 2.8639 5.0911  0.116
H 3.8716 3.9783 7.3129  0.119
H -0.3977 3.4710 7.6544  0.120
H -0.4456 2.5162 5.2909  0.123

Forces on atoms 1 to 2 (eV/Å):
-0.6 -0.2 2.2
0.3 0.5 -0.5


3.
Formula: C34H39CaCl3FN5O3S
Source: OMol25
Level of theory: ωB97M-V/def2-TZVPD

* LUMO (alpha / beta): -0.333 / -1.076 eV
* energy relative to the best compared isomer or geometry (same formula, charge and spin): 139.3 kJ/mol
* HOMO-LUMO gap (alpha / beta): 7.472 / 5.034 eV
* 2S+1: 1

Each line ends with the Löwdin charge.
Cartesian coordinates (Å):
Ca -0.0770 -0.4436 -0.1130  1.353
C 2.0006 0.3575 2.3575  -0.140
C 1.1516 1.5285 1.8437  -0.151
C 1.6743 2.0892 0.5411  -0.306
C 2.5862 3.1371 0.5455  -0.034
C 3.0232 3.6633 -0.6565  -0.066
C 2.5317 3.1282 -1.8371  -0.050
C 1.6514 2.0711 -1.7612  -0.115
N 1.2308 1.5405 -0.6018  0.017
N 1.8688 -0.8497 1.5077  -0.228
C 3.0059 -1.0718 0.6071  -0.119
C 2.6607 -2.1274 -0.4356  -0.271
C 3.6273 -2.9431 -0.9963  -0.014
C 3.2300 -3.9424 -1.8718  -0.043
C 1.8840 -4.0979 -2.1591  -0.038
C 0.9816 -3.2147 -1.5948  -0.116
N 1.3607 -2.2437 -0.7508  0.003
C 1.5617 -2.0471 2.2995  -0.121
C 0.0849 -2.1640 2.6451  -0.239
C -0.3406 -3.0821 3.5955  -0.014
C -1.6962 -3.2230 3.8286  -0.045
C -2.5903 -2.4405 3.1112  -0.047
C -2.0857 -1.5439 2.1931  -0.111
N -0.7722 -1.4007 1.9620  0.042
H 1.6608 0.1098 3.3642  0.125
H 3.0500 0.6610 2.4294  0.130
H 1.1542 2.3189 2.5930  0.110
H 0.1148 1.1986 1.7268  0.038
H 2.9151 3.5540 1.4892  0.111
H 3.7170 4.4934 -0.6683  0.114
H 2.8144 3.5292 -2.8014  0.113
H 1.2593 1.6211 -2.6637  0.084
H 3.9099 -1.3774 1.1467  0.133
H 3.2310 -0.1273 0.1060  0.125
H 4.6716 -2.8001 -0.7471  0.119
H 3.9671 -4.6011 -2.3148  0.114
H 1.5342 -4.8858 -2.8119  0.113
H -0.0810 -3.2521 -1.8097  0.112
H 2.1575 -2.0849 3.2171  0.134
H 1.8211 -2.9324 1.7184  0.129
H 0.3838 -3.6864 4.1277  0.119
H -2.0547 -3.9413 4.5553  0.114
H -3.6585 -2.5302 3.2556  0.116
H -2.7386 -0.9130 1.6014  0.107
C -4.1285 0.9178 -0.7646  -0.011
C -2.7109 0.5716 -1.1718  -0.507
C -2.2916 1.3568 -2.4134  0.000
O -1.7890 0.8437 -0.0790  -0.249
C -2.6039 -0.9553 -1.4920  -0.606
O -3.5056 -1.4885 -2.1102  0.065
O -1.5196 -1.5276 -1.0584  -0.252
H -4.2304 1.9954 -0.6119  0.094
H -4.4046 0.3969 0.1559  0.083
H -4.8118 0.5956 -1.5486  0.092
H -2.4027 2.4283 -2.2415  0.087
H -2.9219 1.0647 -3.2536  0.101
H -1.2469 1.1531 -2.6689  0.067
H -1.7005 1.8343 0.0064  0.014
Cl -1.9597 7.1066 0.8171  -0.123
C -0.0277 5.6789 0.5856  -1.388
Cl 0.7820 5.7544 2.1302  0.565
Cl 0.8763 6.3469 -0.7454  0.579
C -0.6298 4.4363 0.3261  -0.390
N -1.1715 3.4345 0.1228  0.205
F 2.7602 1.3339 -8.3941  0.067
C 2.2844 0.8717 -7.2270  -0.280
C 0.9425 0.5369 -7.1363  -0.002
C 0.4596 0.0491 -5.9404  -0.021
C 1.3112 -0.1347 -4.8228  -0.311
C 0.8352 -0.6862 -3.6188  0.064
C 2.6676 0.2517 -4.9625  -0.040
C 3.1532 0.7505 -6.1531  -0.007
H 0.3022 0.6678 -7.9990  0.123
H -0.5884 -0.2103 -5.8418  0.120
H 1.5385 -0.8730 -2.8182  0.044
H -0.1888 -1.0210 -3.4975  0.071
H 3.3280 0.1470 -4.1084  0.112
H 4.1874 1.0466 -6.2695  0.120
C -1.9540 0.9156 4.9435  -0.412
S -1.7868 2.0938 3.5871  0.758
C -3.4976 2.1076 3.0261  -0.403
H -2.6282 1.3027 5.7076  0.036
H -0.9654 0.7795 5.3843  0.029
H -2.3208 -0.0423 4.5755  0.009
H -3.8150 1.0996 2.7527  0.021
H -3.5431 2.7547 2.1503  0.030
H -4.1513 2.5061 3.8022  0.039

Forces on atoms 1 to 2 (eV/Å):
2.0 0.5 0.8
-0.2 0.0 -0.2